Below is C34H34N2O5P2PdS as an isolated structure at a distorted geometry, with properties calculated with ωB97M-V/def2-TZVPD.

Geometry as XYZ:
```
79
Properties=species:S:1:pos:R:3:mulliken_charge:R:1
Pd 2.16418 0.02267 0.02258 0.0635
C -1.14527 0.04084 -1.69383 -1.7212
N -1.57094 0.98018 -0.71947 0.5169
C -0.58022 1.83851 -0.17863 -1.5607
P 0.21751 0.87445 1.27384 2.5373
C 1.70171 1.80664 1.77483 -0.4641
C 2.42670 2.66005 0.91750 0.1658
C 3.67204 3.12804 1.31100 -0.7542
C 4.20461 2.75934 2.53862 -0.6391
C 3.48855 1.93125 3.39569 -0.7513
C 2.25374 1.44331 3.01570 -0.7431
C -1.02844 1.25747 2.54771 0.3445
C -1.08823 2.54419 3.08079 -1.0124
C -2.12002 2.87082 3.93860 -0.7556
C -3.07823 1.92482 4.27472 -0.6609
C -2.99963 0.63954 3.76211 -0.6890
C -1.97474 0.29974 2.89682 -0.1742
C -2.86956 0.99487 -0.22987 0.6763
C -3.60305 -0.19343 -0.07301 0.0551
C -4.90268 -0.15419 0.38650 -0.9083
C -5.51538 1.06016 0.67467 -0.5480
C -4.80639 2.24324 0.50349 -0.8304
C -3.50017 2.21705 0.06460 -0.3927
P 0.26627 -1.18709 -1.22002 1.9653
C -0.47497 -2.37823 -0.06026 1.6275
C 0.10681 -2.63520 1.17838 -1.0698
C -0.38773 -3.65869 1.97202 -0.7778
C -1.47986 -4.40311 1.55265 -0.7236
C -2.08625 -4.12337 0.33650 -0.7577
C -1.57566 -3.12973 -0.47843 -0.9569
C 0.35808 -2.18054 -2.73253 1.0914
C -0.21904 -1.85159 -3.95968 -0.4901
C -0.16466 -2.75949 -5.00315 -0.8029
C 0.47940 -3.97867 -4.84614 -0.5471
C 1.08435 -4.29176 -3.63801 -0.8993
C 1.02972 -3.39912 -2.58684 -0.6934
H -0.67311 0.59175 -2.51995 0.4208
H -2.00338 -0.52216 -2.06723 0.8692
H -1.01419 2.75243 0.22957 0.6371
H 0.18627 2.05196 -0.92688 0.5953
H 1.97272 3.03941 0.00916 0.4530
H 4.22073 3.79168 0.65880 0.5062
H 5.17889 3.11444 2.83290 0.4544
H 3.89977 1.65319 4.35433 0.4601
H 1.70045 0.78672 3.67553 0.4978
H -0.33307 3.27284 2.82094 0.5127
H -2.17389 3.86568 4.34990 0.4679
H -3.87657 2.18633 4.95119 0.4612
H -3.73101 -0.09960 4.04526 0.5101
H -1.89580 -0.70356 2.50151 0.3872
H -3.13691 -1.14852 -0.25653 0.4240
H -5.44855 -1.07503 0.51954 0.4592
H -6.53676 1.09002 1.01905 0.4777
H -5.28899 3.19141 0.68560 0.4791
H -2.99726 3.15373 -0.11816 0.5526
H 0.97792 -2.07514 1.50455 0.5167
H 0.08404 -3.88489 2.91513 0.5248
H -1.85220 -5.20977 2.16378 0.4590
H -2.94105 -4.69712 0.01151 0.5275
H -2.00743 -2.95776 -1.45429 0.4973
H -0.72601 -0.91268 -4.12086 0.3952
H -0.63540 -2.51681 -5.94328 0.4550
H 0.51535 -4.67860 -5.66585 0.4380
H 1.59876 -5.23122 -3.50996 0.4565
H 1.52643 -3.61716 -1.65384 0.4361
C 2.87527 2.94877 -3.54315 -1.3716
C 3.06053 1.80522 -2.58591 0.4877
N 4.24627 1.24263 -2.50763 -0.1980
O 2.08941 1.44726 -1.87471 -0.1409
H 3.55924 2.89144 -4.38373 0.4492
H 3.05887 3.87878 -3.00527 0.3228
H 1.85019 2.97292 -3.89844 0.2893
H 5.02201 1.54676 -3.07747 0.2284
H 4.42827 0.53064 -1.78638 0.2240
O 4.86598 -2.58134 0.53146 -0.5853
S 3.86712 -1.60101 0.35841 0.7816
O 4.33691 -0.28810 -0.19985 -0.7253
O 2.78042 -2.01450 -0.61206 -0.2967
O 3.08720 -1.20403 1.57390 -0.5167
```

Properties
**Frontier orbital gap (alpha / beta)**: 8.61 / 5.47 eV
**LUMO level (alpha / beta)**: -5.1 / -8.8 eV
**Total charge**: +2
**F_max**: 2.01 eV Å⁻¹
**HOMO (alpha / beta)**: -13.74 / -14.28 eV
**Spin multiplicity**: 5
**⟨S²⟩**: 6.05

Below is a 2-piece molecular cluster, C11H15N overall at a distorted geometry, with properties calculated with ωB97M-V/def2-TZVPD.

Geometry as XYZ:
```
27
Properties=species:S:1:pos:R:3:mulliken_charge:R:1
C 1.15039 1.38729 0.81743 -1.0166
C 0.24363 0.38950 1.48848 0.5292
C -0.46990 0.53346 2.62590 -0.7010
N -1.13000 -0.65955 2.92783 -0.1831
C -0.89955 -1.55716 1.88818 -0.2069
C -1.09493 -2.92262 1.90096 -0.7781
C -0.79105 -3.57886 0.71286 -0.3621
C -0.16163 -2.92593 -0.34059 -0.7885
C 0.27277 -1.61099 -0.20063 -0.1994
C -0.10357 -0.88566 0.91437 0.8997
H 0.94721 2.41085 1.14219 0.3905
H 1.19130 1.27681 -0.25941 -0.1148
H 2.15365 1.13125 1.16113 0.3329
H -0.61343 1.35841 3.30182 0.4258
H -2.02218 -0.67211 3.39264 0.2795
H -1.44448 -3.41646 2.79251 0.3987
H -1.17398 -4.58929 0.64797 0.3496
H -0.13777 -3.48450 -1.27185 0.3547
H 0.93862 -1.22038 -0.96147 0.3829
C -0.13584 2.69135 -2.40440 -0.6095
C 0.95218 2.07131 -3.27390 -0.7987
H -1.12845 2.22029 -2.41171 0.2677
H 0.14961 2.71217 -1.35258 0.0361
H -0.31894 3.73671 -2.68350 0.3317
H 1.53774 2.79275 -3.84553 0.2943
H 0.50930 1.41569 -4.02434 0.2556
H 1.57928 1.39567 -2.68435 0.2300
```

Properties
**Frontier orbital gap**: 8.79 eV
**LUMO level**: 1.0 eV
**F_max**: 1.65 eV Å⁻¹
**HOMO**: -7.83 eV
**Spin multiplicity**: 1

Below is a 3-piece molecular cluster, C4H13N3O overall at a distorted geometry, with properties calculated with ωB97M-V/def2-TZVPD.

Geometry as XYZ:
```
21
Properties=species:S:1:pos:R:3:mulliken_charge:R:1
C -2.01090 -0.15804 0.40970 -0.0372
C -0.95518 -0.59386 -0.63630 -1.1251
C 0.37617 -0.02213 -0.06987 1.0718
C 1.06801 -0.86958 0.76221 -0.5118
N 2.34823 -0.54935 1.23914 -0.4850
N 0.62876 1.24249 -0.48522 -1.0518
N -2.17329 1.32919 0.37006 -0.6705
H -1.89893 -0.29456 1.51284 0.4107
H -3.07155 -0.55718 0.03111 -0.5555
H -0.86307 -1.69506 -0.90264 0.3784
H -1.24034 0.02481 -1.49956 0.3692
H 0.62023 -1.84035 0.95547 0.3459
H 2.86358 -1.41542 1.38154 0.2508
H 2.38229 -0.02283 2.10127 0.2340
H -1.21481 1.58383 0.01768 0.4413
H 1.30451 1.70382 0.13289 0.1916
H -2.72923 1.45717 -0.46675 0.3047
H -3.86632 -0.97798 0.28805 0.4630
H 2.15678 0.95675 -1.65094 0.3998
H 3.22262 -0.07792 -1.48125 0.3050
O 3.05244 0.77619 -2.00944 -0.7294
```

Properties
**Frontier orbital gap**: 4.57 eV
**LUMO level**: -2.5 eV
**F_max**: 5.40 eV Å⁻¹
**HOMO**: -7.10 eV
**Spin multiplicity**: 1